{"formula": "C25H29BrGeMnN4O2S2Se", "method": "ωB97M-V/def2-TZVPD", "species": ["H", "C", "H", "C", "N", "H", "C", "C", "C", "H", "H", "C", "O", "C", "Br", "H", "H", "C", "H", "N", "C", "C", "N", "Ge", "H", "H", "H", "H", "S", "C", "C", "Se", "H", "H", "C", "C", "H", "C", "C", "H", "H", "Mn", "C", "H", "C", "C", "H", "H", "C", "H", "N", "H", "C", "H", "H", "H", "C", "C", "C", "C", "H", "H", "H", "H", "O", "S"], "xyz": [[1.80336, -4.38198, -4.10751], [-0.73547, -1.53687, -0.94665], [4.02440, -0.59501, -3.71821], [-0.96456, -0.94849, -2.18406], [-1.25143, -0.32758, 3.33591], [2.09339, -2.88876, -5.01076], [-2.97595, 0.11742, 5.52247], [-1.13879, -2.84918, -0.71007], [-1.75992, -3.56934, -1.71476], [-4.81826, 0.18353, 6.59995], [0.13213, 0.60893, 4.41646], [-1.58846, -1.67836, -3.18355], [-0.11956, 2.25703, -2.31791], [3.63268, -0.86262, -2.73724], [-0.70693, 5.00654, -3.42557], [3.42266, -3.44575, -0.21162], [2.20149, 0.44245, -4.86111], [-1.93079, 5.03427, 1.08125], [-3.87828, 1.44952, 8.50202], [-0.17740, -0.75566, 0.11679], [2.59159, -3.40082, -0.91475], [-1.98897, -2.98645, -2.95368], [-0.87639, -0.90665, 1.18432], [3.21490, -2.81787, -2.68431], [0.86909, -2.93944, -3.72432], [0.61592, 0.96048, -4.24498], [4.80911, -4.78874, -3.07598], [-0.71245, 0.09221, -2.33913], [1.12923, 0.49172, 2.28956], [-3.77256, 0.46123, 6.59888], [-1.18726, 4.93401, -1.59461], [2.18803, 0.41168, -2.37722], [-2.48364, -3.54670, -3.73629], [-2.22213, 5.06682, 2.12271], [-1.62994, 0.48519, 5.51992], [4.92163, -3.70535, -3.12869], [-0.03437, 1.41877, 6.61408], [-1.93725, 5.99883, -1.11644], [-0.07724, 2.65450, -1.16062], [-2.22983, 6.78630, -1.79682], [-2.90287, 6.87717, 0.57647], [1.35033, 0.36965, 0.00480], [-1.89563, 1.49310, 7.68332], [4.40804, -0.65635, -1.99980], [-1.08602, 1.15611, 6.61426], [-2.31254, 6.04538, 0.21469], [-1.77950, -1.21147, -4.14145], [-3.37066, -0.41859, 4.67142], [1.85277, -3.29493, -4.02813], [2.13060, -4.38743, -0.98026], [-0.81103, 0.22385, 4.42536], [-0.97121, -3.28382, 0.26536], [-1.17902, 3.97584, 0.60751], [1.02894, -0.78400, -4.31021], [-2.07842, -4.58564, -1.52305], [5.69237, -3.40361, -2.41902], [-3.24308, 1.16126, 7.67537], [-0.45323, -0.29284, 2.29162], [-0.79965, 3.90014, -0.73295], [1.40494, 0.22338, -4.15382], [5.25430, -3.44333, -4.13302], [1.86235, -2.70218, -0.51583], [-0.87963, 3.17124, 1.26563], [-1.47605, 2.01991, 8.52994], [0.48799, 2.01527, -0.18402], [3.31412, -0.09792, 0.36837]], "gap_ev": [5.625, 6.219], "total_energy_ha": -10339.19027, "spin_multiplicity": 2, "s2": 1.066, "charge": 0, "homo_energy_ev": [-7.79, -7.93]}